ORCA calculation (the ωB97M-V functional and the def2-TZVPD basis) on a 6-piece molecular cluster, C12H36O12 overall.

Each line ends with the Mulliken charge.
Geometry (Å):
C -22.37 2.05 23.34  -0.268
C -22.03 3.56 23.37  -0.448
O -21.05 3.90 22.42  -0.529
O -22.16 1.35 22.06  -0.530
H -23.43 2.04 23.60  0.277
H -21.79 1.53 24.11  0.274
H -21.86 4.03 24.34  0.344
H -22.87 4.00 22.83  0.265
H -21.28 3.50 21.58  0.314
H -22.97 1.39 21.56  0.301
C -26.40 -0.59 15.66  -0.343
C -27.01 -1.40 16.75  -0.381
O -26.32 -0.98 17.98  -0.508
O -25.06 -1.00 15.46  -0.490
H -26.53 0.48 15.86  0.255
H -26.97 -0.75 14.75  0.300
H -26.99 -2.43 16.40  0.232
H -28.05 -1.13 16.93  0.316
H -26.99 -0.65 18.57  0.299
H -24.61 -1.05 16.30  0.320
C -18.22 1.05 14.65  -0.411
C -17.84 -0.22 13.92  -0.292
O -18.78 -1.28 14.17  -0.533
O -17.21 1.92 14.77  -0.523
H -18.67 0.97 15.64  0.333
H -19.01 1.62 14.16  0.277
H -16.82 -0.55 14.14  0.314
H -17.86 0.00 12.85  0.223
H -19.67 -1.03 13.92  0.298
H -17.46 2.69 15.28  0.313
C -21.38 10.36 27.89  -0.339
C -21.94 9.35 29.00  -0.404
O -21.16 8.09 28.99  -0.552
O -21.39 9.74 26.58  -0.512
H -20.33 10.59 28.07  0.242
H -21.98 11.27 27.86  0.299
H -22.92 9.02 28.66  0.293
H -22.04 9.68 30.03  0.362
H -21.60 7.44 29.54  0.296
H -21.19 8.83 26.78  0.315
C -20.23 -5.53 22.27  -0.392
C -20.85 -6.52 21.32  -0.345
O -22.20 -6.32 21.03  -0.513
O -19.68 -4.50 21.46  -0.536
H -19.43 -5.91 22.91  0.271
H -21.01 -5.08 22.88  0.270
H -20.76 -7.54 21.70  0.304
H -20.39 -6.59 20.33  0.307
H -22.26 -6.90 20.27  0.328
H -20.30 -3.76 21.45  0.307
C -12.96 7.74 23.94  -0.346
C -14.44 7.47 23.57  -0.519
O -14.90 6.20 24.20  -0.501
O -11.97 6.79 23.51  -0.488
H -12.95 7.77 25.03  0.240
H -12.66 8.72 23.56  0.281
H -14.68 7.44 22.51  0.393
H -15.08 8.26 23.98  0.311
H -15.60 5.97 23.59  0.316
H -12.36 6.20 22.86  0.313

Output
- Spin multiplicity: 1
- M: 372.41 g/mol
- ΔE to the lowest compared entry with this formula, charge and spin: 85.5 kcal/mol
- HOMO level: -9.88 eV
- Charge: 0



ORCA calculation (the ωB97M-V functional and the def2-TZVPD basis) on C43H78BGeN8NaO3S3 as an isolated structure.

Each line ends with the Löwdin spin population.
Geometry (Å):
Na -2.12 -0.45 2.25  0.000
C -0.55 4.58 -0.63  0.002
C 0.04 3.46 -1.41  0.001
C 0.15 3.45 -2.77  0.000
C 0.74 2.32 -3.41  0.000
N 1.15 1.30 -2.74  0.000
N 1.08 1.29 -1.40  0.004
B 1.87 0.23 -0.67  0.027
N 2.04 0.44 0.80  0.027
N 3.06 0.84 0.01  -0.003
C 4.27 1.13 0.48  -0.002
C 4.46 0.94 1.84  -0.014
C 3.52 0.23 2.60  0.000
C 3.79 -0.18 4.01  0.003
C 2.32 -0.13 1.99  -0.009
S 1.23 -1.32 2.61  0.047
C 5.29 1.65 -0.50  0.000
C 5.60 3.11 -0.14  0.000
C 6.56 0.81 -0.38  0.000
C 4.75 1.58 -1.93  0.000
N 1.95 -1.21 -1.10  0.223
N 2.68 -1.52 -2.19  0.133
C 3.00 -2.76 -2.44  0.025
C 2.64 -3.80 -1.56  0.197
C 1.81 -3.52 -0.48  0.017
C 1.31 -4.60 0.42  -0.006
C 1.42 -2.19 -0.29  0.218
S 0.14 -1.78 0.85  0.041
C 3.72 -3.06 -3.73  -0.003
C 5.01 -3.85 -3.46  0.000
C 2.77 -3.92 -4.58  0.001
C 4.06 -1.77 -4.46  0.002
C 0.57 2.34 -0.69  0.005
S 0.57 2.36 0.98  0.042
C 0.92 2.33 -4.92  0.000
C 1.61 1.06 -5.40  0.000
C -0.45 2.48 -5.59  0.000
C 1.82 3.53 -5.28  0.000
H -0.97 5.34 -1.29  0.000
H 0.20 5.03 0.01  0.000
H -1.34 4.19 0.02  0.001
H -0.19 4.29 -3.34  0.000
H 5.38 1.26 2.31  -0.001
H 4.85 -0.20 4.22  0.000
H 3.35 -1.16 4.19  0.001
H 3.30 0.51 4.70  0.001
H 6.03 3.19 0.86  0.000
H 4.70 3.73 -0.18  0.000
H 6.33 3.51 -0.85  0.000
H 7.00 0.90 0.61  0.000
H 7.30 1.16 -1.11  0.000
H 6.35 -0.24 -0.58  0.000
H 3.87 2.21 -2.05  0.000
H 4.47 0.57 -2.20  0.000
H 5.50 1.93 -2.63  0.000
H 2.95 -4.82 -1.74  0.012
H 1.73 -5.56 0.13  0.000
H 0.23 -4.65 0.37  -0.002
H 1.59 -4.39 1.45  -0.002
H 4.82 -4.82 -3.02  0.000
H 5.67 -3.29 -2.80  0.000
H 5.53 -4.00 -4.40  0.000
H 2.50 -4.84 -4.06  0.001
H 3.26 -4.19 -5.51  0.000
H 1.86 -3.37 -4.81  0.000
H 4.85 -1.24 -3.94  0.000
H 3.19 -1.12 -4.50  0.001
H 4.39 -1.98 -5.47  0.000
H 1.00 0.19 -5.16  0.000
H 2.58 0.95 -4.92  0.000
H 1.76 1.10 -6.47  0.000
H -1.10 1.66 -5.30  0.000
H -0.33 2.46 -6.67  0.000
H -0.93 3.42 -5.32  0.000
H 2.79 3.43 -4.79  0.000
H 1.38 4.48 -4.98  0.000
H 1.99 3.56 -6.35  0.000
C -6.23 -0.87 2.09  0.000
C -5.47 -0.29 3.29  0.000
C -6.20 0.97 3.77  0.000
C -5.46 -1.32 4.43  0.000
O -4.14 -0.02 2.92  0.000
Ge -3.61 1.72 2.11  0.000
O -3.09 0.73 0.45  0.000
C -3.72 0.98 -0.78  0.000
C -4.83 2.03 -0.68  0.000
C -2.68 1.49 -1.79  0.000
C -4.36 -0.30 -1.34  0.000
O -1.82 1.40 2.90  0.000
C -1.45 2.09 4.07  0.000
C 0.06 1.94 4.27  0.001
C -2.15 1.51 5.31  0.000
C -1.77 3.59 3.97  0.000
H -7.28 -1.03 2.33  0.000
H -5.79 -1.81 1.77  0.000
H -6.17 -0.16 1.27  0.000
H -7.19 0.73 4.16  0.000
H -6.31 1.67 2.94  0.000
H -5.62 1.45 4.56  0.000
H -6.46 -1.50 4.80  0.000
H -4.84 -0.95 5.25  0.000
H -5.05 -2.27 4.07  0.000
H -4.44 2.96 -0.28  0.000
H -5.62 1.67 -0.02  0.000
H -5.26 2.22 -1.66  0.000
H -2.33 2.47 -1.48  0.000
H -3.11 1.56 -2.78  0.000
H -1.82 0.81 -1.82  0.000
H -4.90 -0.83 -0.56  0.000
H -3.61 -0.97 -1.77  0.000
H -5.06 -0.04 -2.13  0.000
H 0.33 0.89 4.29  0.001
H 0.36 2.40 5.21  0.000
H 0.60 2.42 3.46  0.000
H -1.87 0.47 5.43  0.000
H -3.23 1.57 5.18  0.000
H -1.86 2.07 6.19  0.000
H -1.40 3.98 3.02  0.000
H -1.31 4.13 4.78  0.000
H -2.85 3.74 4.01  0.000
N -2.01 -2.13 4.02  0.000
C -2.24 -3.56 3.84  0.000
C -2.05 -3.97 2.38  0.000
C -3.11 -3.39 1.45  0.000
C -2.77 -3.55 -0.03  0.001
N -1.82 -2.54 -0.48  0.005
H -1.72 -1.97 4.98  0.000
H -2.89 -1.63 3.92  0.000
H -3.24 -3.87 4.17  0.000
H -1.51 -4.11 4.44  0.000
H -2.09 -5.06 2.31  0.000
H -1.07 -3.64 2.06  0.000
H -3.22 -2.32 1.65  0.000
H -4.07 -3.87 1.64  0.000
H -3.70 -3.50 -0.61  0.000
H -2.33 -4.54 -0.21  0.000
H -2.25 -1.62 -0.40  0.000
H -1.57 -2.69 -1.46  0.000

Output
- Spin multiplicity: 2
- M: 957.76 g/mol
- <S²>: 0.777
- ΔE to the lowest compared entry with this formula, charge and spin: 26.0 kcal/mol
- HOMO level (spin up / spin down): -8.64 / -9.77 eV
- Charge: +1



ORCA calculation (the ωB97M-V functional and the def2-TZVPD basis) on an isolated ion of composition C12H14N3 and charge +1.

Each line ends with the Mulliken charge.
Geometry (Å):
C -0.68 -1.16 0.65  -0.668
C -1.91 -1.31 -0.01  -1.120
C -1.27 0.36 -1.49  -1.237
C 0.24 -0.22 0.19  0.517
C -2.24 -0.50 -1.11  0.981
C -0.16 0.65 -0.76  0.810
C 0.87 1.37 1.72  -0.153
C 1.41 2.41 -0.23  -0.036
C 2.74 0.59 0.29  -0.589
C 1.57 0.11 1.04  1.182
C -3.42 -0.82 -1.90  -1.453
C 1.97 -0.96 2.03  -1.656
N 0.76 2.43 1.09  -0.577
N 0.69 1.64 -1.17  -0.238
N 2.67 1.86 -0.07  0.011
H -0.50 -1.56 1.59  0.305
H -2.85 -1.77 0.33  0.354
H -1.53 1.13 -2.32  0.130
H 0.56 1.21 2.75  0.450
H 1.62 3.42 -0.74  0.445
H 3.78 0.24 0.33  0.464
H -4.27 -0.14 -1.87  0.325
H -3.19 -0.64 -2.97  0.394
H -3.71 -1.91 -1.84  0.385
H 1.03 -1.25 2.52  0.332
H 2.76 -0.54 2.64  0.495
H 2.25 -1.71 1.32  0.467
H 0.30 2.22 -1.92  0.355
H 3.45 2.52 -0.10  0.325

Output
- Spin multiplicity: 1
- M: 200.27 g/mol
- ΔE to the lowest compared entry with this formula, charge and spin: 43.9 kcal/mol
- HOMO level: -11.82 eV
- Charge: +1



ORCA calculation (the ωB97M-V functional and the def2-TZVPD basis) on a 2-piece molecular cluster, C5H11N3O overall.

Each line ends with the Mulliken charge.
Geometry (Å):
C -2.02 2.26 -1.96  -0.332
C -2.06 0.97 -1.57  -0.285
C -0.01 1.53 -2.24  -0.137
C -0.34 -0.78 -1.59  -0.265
C 1.29 -0.97 1.40  -0.329
N -0.79 2.60 -2.36  -0.018
N -0.79 0.47 -1.79  0.197
N 0.64 -1.08 2.77  -0.308
O 0.82 -0.07 0.61  -0.385
H -2.81 3.08 -1.85  0.362
H -2.94 0.41 -1.36  0.419
H 1.04 1.44 -2.25  0.395
H -1.09 -1.49 -1.05  0.283
H 0.69 -1.09 -1.78  0.370
H 1.20 -2.01 0.85  0.314
H 2.41 -0.87 1.69  0.308
H -0.57 3.59 -2.66  0.325
H 0.23 -0.16 2.97  0.343
H -0.07 -1.85 2.63  0.377
H 1.27 -1.44 3.49  0.365

Output
- Spin multiplicity: 1
- M: 129.16 g/mol
- ΔE to the lowest compared entry with this formula, charge and spin: 63.6 kcal/mol
- HOMO level (spin up / spin down): -15.97 / -17.82 eV
- Charge: +2



ORCA calculation (the ωB97M-V functional and the def2-TZVPD basis) on C4H6HgO2 as an isolated structure.

Each line ends with the Löwdin spin population.
Geometry (Å):
O 2.77 1.72 0.95  0.001
C 1.60 1.40 0.24  0.003
C 0.59 0.88 1.26  0.019
C -0.72 0.57 0.67  0.116
C -1.67 0.25 -0.06  0.003
H 3.42 2.08 0.34  0.000
H 1.79 0.62 -0.51  0.000
H 1.18 2.28 -0.27  0.000
H 0.43 1.63 2.05  0.008
H 0.98 -0.02 1.76  0.001
H -2.76 0.20 -0.07  -0.003
O -1.48 -1.30 -1.82  0.893
Hg -0.86 -2.06 -0.27  -0.041

Output
- Spin multiplicity: 2
- M: 286.68 g/mol
- <S²>: 0.786
- ΔE to the lowest compared entry with this formula, charge and spin: 116.0 kcal/mol
- HOMO level (spin up / spin down): -14.23 / -14.23 eV
- Charge: +1



ORCA calculation (the ωB97M-V functional and the def2-TZVPD basis) on a 6-piece molecular cluster, C34H75FIN5O11PS7 overall.

Each line ends with the Mulliken charge.
Geometry (Å):
C 5.94 2.30 3.46  -0.840
C 7.36 1.88 3.02  -0.272
O 7.65 2.17 1.66  -0.444
C 6.88 1.42 0.77  0.614
C 7.39 -0.03 0.61  0.600
O 6.34 -0.94 0.28  -0.268
C 6.17 -1.14 -1.09  -1.092
N 4.94 -0.47 -1.58  1.035
C 5.14 0.69 -2.45  -0.358
C 5.91 0.35 -3.76  -1.406
C 3.79 -0.93 -1.19  -1.921
N 3.71 -2.00 -0.35  0.299
C 2.38 -2.28 0.24  -0.717
C 2.71 -2.69 1.71  -1.606
C 1.47 -3.03 2.57  -0.633
C 1.13 -2.01 3.67  -1.247
S 0.11 -0.58 3.19  -0.110
C -1.38 -1.19 2.41  0.053
S -1.98 -2.64 2.84  -0.129
N -1.93 -0.28 1.50  0.462
C -2.31 -0.87 0.21  0.308
C -3.63 -0.28 -0.31  -0.877
O -4.62 -0.62 0.62  -0.464
C -4.43 0.12 1.82  0.128
C -2.99 0.57 2.09  -0.918
N 1.78 -3.38 -0.55  1.152
C 0.34 -3.27 -0.80  -1.252
C 2.21 -4.67 -0.18  0.662
C 1.35 -5.65 0.61  -1.464
O 3.29 -5.04 -0.50  -0.501
O 1.54 -1.21 0.37  0.763
C 1.59 -0.18 -0.60  -0.362
C 1.85 1.16 0.17  -1.713
C 2.86 1.00 1.31  2.099
C 3.11 2.35 2.01  -0.756
F 1.96 3.11 2.02  -0.418
N 2.64 -0.28 -1.62  1.055
P 2.17 -0.61 -3.29  -0.160
O 0.54 -0.78 -3.29  -0.475
I 2.99 -2.92 -3.76  -0.084
H 5.28 1.43 3.36  0.032
H 5.55 3.07 2.80  0.241
H 5.91 2.61 4.50  0.474
H 8.07 2.47 3.61  0.439
H 7.52 0.84 3.30  0.221
H 5.80 1.43 0.97  -0.504
H 7.01 1.90 -0.21  0.046
H 8.24 -0.09 -0.06  -0.540
H 7.75 -0.33 1.59  0.460
H 7.05 -0.83 -1.66  0.613
H 6.05 -2.21 -1.27  0.249
H 4.22 1.19 -2.73  0.499
H 5.71 1.42 -1.87  0.278
H 6.78 1.01 -3.78  0.378
H 6.25 -0.68 -3.81  0.380
H 5.31 0.64 -4.62  0.358
H 4.09 -2.80 -0.86  0.703
H 3.13 -1.77 2.13  0.976
H 3.51 -3.42 1.74  0.380
H 0.56 -3.24 2.01  0.039
H 1.70 -3.96 3.10  0.356
H 0.66 -2.50 4.52  0.577
H 2.06 -1.57 4.03  0.522
H -1.55 -0.57 -0.54  -0.504
H -2.36 -1.95 0.19  0.390
H -3.83 -0.73 -1.28  0.512
H -3.56 0.81 -0.48  0.305
H -5.03 1.04 1.73  0.006
H -4.87 -0.42 2.67  0.348
H -2.84 0.55 3.17  0.413
H -2.83 1.60 1.77  0.394
H -0.27 -3.03 0.07  0.570
H 0.11 -2.54 -1.58  -0.104
H 0.00 -4.24 -1.17  0.623
H 1.67 -5.58 1.65  0.276
H 0.29 -5.41 0.59  0.396
H 1.47 -6.67 0.24  0.428
H 0.59 -0.05 -1.00  0.804
H 0.91 1.57 0.52  0.564
H 2.30 1.83 -0.56  0.360
H 2.50 0.32 2.08  -0.807
H 3.84 0.64 0.99  -0.805
H 3.37 2.20 3.06  0.370
H 3.92 2.90 1.52  0.320
H 0.27 -1.51 -3.87  0.369
C -9.00 2.71 1.01  -0.855
S -7.38 2.64 0.24  0.445
O -6.39 2.31 1.31  -0.656
C -7.24 4.40 -0.09  -0.980
H -9.27 1.71 1.33  0.340
H -8.97 3.38 1.87  0.359
H -9.73 3.06 0.29  0.226
H -7.33 4.96 0.84  0.308
H -8.03 4.70 -0.78  0.375
H -6.27 4.59 -0.54  0.324
C -14.58 2.85 0.78  -0.964
S -12.97 2.79 -0.02  0.485
O -11.97 2.47 1.03  -0.600
C -12.86 4.55 -0.35  -0.749
H -14.84 1.85 1.11  0.329
H -14.54 3.52 1.64  0.306
H -15.33 3.21 0.07  0.362
H -12.93 5.11 0.58  0.361
H -13.66 4.85 -1.03  0.242
H -11.90 4.75 -0.83  0.259
C -16.33 6.83 -2.83  -0.938
S -14.72 6.76 -3.63  0.465
O -13.72 6.43 -2.58  -0.576
C -14.58 8.53 -3.95  -0.967
H -16.60 5.83 -2.51  0.296
H -16.28 7.49 -1.97  0.305
H -17.07 7.20 -3.55  0.393
H -14.65 9.08 -3.01  0.305
H -15.38 8.84 -4.62  0.386
H -13.62 8.72 -4.41  0.316
C 11.76 -0.34 0.00  -1.016
S 10.59 -0.09 -1.34  0.583
O 10.05 -1.43 -1.72  -0.643
C 11.82 0.37 -2.57  -1.046
H 11.21 -0.67 0.88  0.299
H 12.49 -1.10 -0.28  0.359
H 12.26 0.60 0.22  0.384
H 12.55 -0.44 -2.69  0.335
H 12.32 1.29 -2.26  0.365
H 11.31 0.53 -3.52  0.346
C 6.34 -9.49 -0.80  -0.930
S 5.75 -8.73 0.72  0.495
O 5.10 -9.79 1.52  -0.622
C 4.44 -7.77 -0.05  -0.771
H 7.15 -10.17 -0.55  0.345
H 5.53 -10.04 -1.28  0.298
H 6.72 -8.71 -1.47  0.326
H 3.75 -8.43 -0.57  0.368
H 4.87 -7.05 -0.74  0.320
H 3.90 -7.23 0.73  0.151

Output
- Spin multiplicity: 1
- M: 1131.34 g/mol
- ΔE to the lowest compared entry with this formula, charge and spin: 33.9 kcal/mol
- HOMO level: -9.88 eV
- Charge: +1



Across the entries above, F_max takes the values 0.07628, 0.04410, 0.08852, 0.08753, 0.08753, 0.05436 hartree/bohr, respectively.
Across the entries above, energy takes the values -1381.4624, -5807.5661, -629.5934, -435.8749, -459.3626, -5967.6898 Ha, respectively.